ORCA calculation (ωB97M-V/def2-TZVPD) on a molecular structure, C46H44AsFeN10O4S2SeTe.

Properties
Spin multiplicity   5
LUMO (spin up / spin down)   1.85 / 1.84 eV
Net charge   -1

Cartesian coordinates (Å):
1 Fe 0.213 -0.958 0.054
2 O -0.117 -3.752 3.011
3 C 0.303 -3.034 2.118
4 O -0.305 -2.677 1.052
5 C 1.706 -2.449 2.278
6 C 2.566 -2.993 3.257
7 C 3.799 -2.447 3.424
8 C 4.178 -1.330 2.644
9 C 5.431 -0.687 2.784
10 C 5.737 0.405 2.026
11 C 4.797 0.915 1.102
12 C 3.584 0.311 0.945
13 C 3.250 -0.837 1.698
14 N 2.026 -1.430 1.519
15 H 2.204 -3.827 3.841
16 H 4.491 -2.837 4.162
17 H 6.135 -1.071 3.514
18 H 6.694 0.898 2.143
19 H 5.029 1.798 0.521
20 H 2.849 0.706 0.270
21 C 0.697 -7.012 -2.110
22 As 0.118 -5.494 -0.989
23 C 1.907 -4.704 -0.778
24 C -0.439 -4.339 -2.475
25 H 1.303 -6.667 -2.949
26 H -0.177 -7.539 -2.494
27 H 1.281 -7.711 -1.510
28 H 2.450 -4.724 -1.725
29 H 2.481 -5.248 -0.026
30 H 1.803 -3.672 -0.441
31 H 0.270 -4.413 -3.303
32 H -0.495 -3.308 -2.125
33 H -1.432 -4.625 -2.820
34 N 0.166 5.708 -6.183
35 C 0.494 5.064 -4.993
36 C 1.827 4.919 -4.609
37 C 2.146 4.314 -3.408
38 C 1.141 3.842 -2.577
39 C -0.190 3.996 -2.944
40 C -0.511 4.596 -4.144
41 S 1.547 3.140 -1.002
42 O 0.653 3.754 -0.044
43 O 2.971 3.332 -0.833
44 N 1.161 1.589 -1.007
45 C 1.647 0.713 -1.894
46 S 2.424 1.023 -3.432
47 C 2.475 -0.676 -3.748
48 C 1.944 -1.351 -2.712
49 N 1.521 -0.585 -1.655
50 H 0.887 5.713 -6.884
51 H -0.741 5.484 -6.557
52 H 2.615 5.284 -5.259
53 H 3.178 4.199 -3.103
54 H -0.975 3.625 -2.298
55 H -1.550 4.695 -4.437
56 H 2.876 -1.067 -4.666
57 H 1.856 -2.424 -2.647
58 Te -3.060 -3.545 0.219
59 C -4.731 -4.038 -1.012
60 C -4.718 -3.687 -2.360
61 C -5.788 -4.007 -3.186
62 C -6.880 -4.694 -2.674
63 C -6.897 -5.060 -1.335
64 C -5.828 -4.734 -0.510
65 C -3.838 -1.635 0.701
66 C -4.398 -0.801 -0.262
67 C -4.886 0.448 0.092
68 C -4.799 0.887 1.407
69 C -4.213 0.072 2.365
70 C -3.738 -1.187 2.014
71 H -3.864 -3.157 -2.766
72 H -5.766 -3.720 -4.231
73 H -7.716 -4.942 -3.316
74 H -7.745 -5.600 -0.932
75 H -5.848 -5.016 0.535
76 H -4.448 -1.119 -1.296
77 H -5.307 1.090 -0.672
78 H -5.177 1.865 1.680
79 H -4.131 0.408 3.392
80 H -3.282 -1.821 2.766
81 C -1.765 1.881 0.347
82 C -1.022 1.446 1.556
83 N -0.552 0.231 1.766
84 C -0.102 0.194 3.069
85 C -0.271 1.408 3.640
86 N -0.829 2.210 2.658
87 C -0.993 3.642 2.737
88 N 0.087 4.212 3.506
89 N -0.221 5.161 4.418
90 N 0.849 5.584 4.976
91 C 1.915 4.894 4.439
92 C 3.280 4.972 4.738
93 C 4.117 4.124 4.055
94 C 3.618 3.211 3.098
95 C 2.282 3.126 2.793
96 C 1.435 4.003 3.482
97 H -2.422 1.070 0.042
98 H -1.078 2.085 -0.468
99 H -2.372 2.763 0.544
100 H 0.292 -0.704 3.516
101 H -0.030 1.782 4.619
102 H -1.905 3.924 3.264
103 H -0.999 4.038 1.723
104 H 3.640 5.669 5.482
105 H 5.182 4.147 4.251
106 H 4.310 2.558 2.580
107 H 1.916 2.425 2.055
108 Se -2.218 0.888 -3.514
109 C -1.672 -0.191 -2.213
110 N -1.313 -0.902 -1.358

Löwdin population analysis, charges in e, atoms 1 to 5: number 1, Fe, carries 0.78; number 2, O, carries 0.04; number 3, C, carries -0.64; number 4, O, carries -0.25; number 5, C, carries -0.20


ORCA calculation (ωB97M-V/def2-TZVPD) on a molecular structure, C49H47ClMgN10OS6 in a non-equilibrium geometry.

Properties
Spin multiplicity   1
LUMO (spin up / spin down)   -1.46 / -1.44 eV

Cartesian coordinates (Å):
1 Mg -1.555 0.155 -0.730
2 C 0.742 -4.156 2.270
3 C -0.579 -4.050 2.670
4 C -1.471 -3.293 1.942
5 C -1.059 -2.629 0.779
6 C 0.272 -2.760 0.372
7 C 1.160 -3.508 1.119
8 N -1.913 -1.785 0.103
9 C -3.151 -2.130 -0.175
10 C -3.661 -3.462 -0.179
11 C -4.951 -3.717 -0.534
12 C -5.841 -2.673 -0.875
13 C -5.408 -1.382 -0.882
14 C -4.063 -1.081 -0.563
15 N -3.536 0.129 -0.496
16 N -4.239 1.206 -0.586
17 C -3.514 2.310 -0.243
18 C -4.149 3.562 -0.208
19 C -3.439 4.651 0.244
20 C -2.119 4.476 0.646
21 C -1.564 3.209 0.559
22 N -2.235 2.157 0.130
23 H 1.435 -4.740 2.854
24 H -0.919 -4.563 3.557
25 H -2.492 -3.179 2.275
26 H 0.592 -2.277 -0.539
27 H 2.186 -3.597 0.792
28 H -2.988 -4.273 0.057
29 H -5.307 -4.736 -0.558
30 H -6.860 -2.913 -1.139
31 H -6.059 -0.557 -1.137
32 H -5.180 3.638 -0.512
33 H -3.900 5.626 0.297
34 H -1.537 5.307 1.010
35 H -0.536 3.028 0.849
36 N -2.863 1.671 -4.491
37 C -3.083 3.049 -4.437
38 C -4.047 3.635 -5.239
39 C -4.261 5.005 -5.185
40 C -3.533 5.783 -4.305
41 C -2.577 5.198 -3.483
42 C -2.340 3.840 -3.564
43 S -1.092 3.048 -2.569
44 N -1.643 1.465 -2.501
45 C -2.366 0.956 -3.430
46 C -2.561 -0.493 -3.435
47 C -3.389 -1.161 -4.344
48 C -3.356 -2.541 -4.390
49 C -2.449 -3.210 -3.581
50 C -1.701 -2.469 -2.682
51 N -1.791 -1.156 -2.571
52 H -3.387 1.176 -5.195
53 H -4.610 3.014 -5.918
54 H -5.000 5.452 -5.831
55 H -3.698 6.848 -4.260
56 H -1.997 5.800 -2.803
57 H -4.072 -0.626 -4.989
58 H -4.008 -3.082 -5.062
59 H -2.350 -4.283 -3.630
60 H -0.995 -2.952 -2.025
61 C 3.358 2.494 1.337
62 C 4.417 1.419 1.605
63 C 5.719 2.126 2.033
64 C 4.733 0.678 0.298
65 C 3.984 0.402 2.723
66 O 5.086 -0.437 3.029
67 C 3.457 1.128 3.986
68 C 3.677 0.360 5.299
69 C 2.741 -0.797 5.503
70 C 1.380 -0.578 5.684
71 C 0.513 -1.630 5.909
72 C 1.014 -2.920 5.964
73 Cl -0.056 -4.239 6.291
74 C 2.364 -3.165 5.781
75 C 3.218 -2.101 5.547
76 C 2.937 -0.647 2.267
77 N 1.636 -0.170 1.916
78 C 1.130 0.023 0.699
79 N -0.139 0.360 0.785
80 C -0.379 0.356 2.113
81 N 0.674 0.044 2.822
82 H 3.675 3.099 0.491
83 H 3.235 3.153 2.192
84 H 2.393 2.067 1.087
85 H 5.891 2.983 1.387
86 H 6.577 1.466 1.927
87 H 5.679 2.492 3.057
88 H 5.327 1.319 -0.348
89 H 3.834 0.408 -0.247
90 H 5.309 -0.221 0.505
91 H 5.828 0.119 3.289
92 H 2.391 1.314 3.856
93 H 3.956 2.091 4.087
94 H 3.537 1.065 6.123
95 H 4.706 -0.001 5.343
96 H 0.990 0.427 5.655
97 H -0.540 -1.451 6.052
98 H 2.744 -4.173 5.834
99 H 4.270 -2.291 5.395
100 H 2.817 -1.339 3.103
101 H 3.346 -1.197 1.421
102 H 1.675 -0.061 -0.218
103 H -1.327 0.598 2.548
104 C 3.099 -2.988 -2.918
105 S 2.138 -2.608 -4.425
106 C 2.411 -0.877 -4.546
107 C 1.844 0.021 -3.698
108 S 0.944 -0.404 -2.341
109 S 2.239 1.719 -4.050
110 C 3.281 1.425 -5.421
111 S 4.027 2.634 -6.232
112 S 3.447 -0.259 -5.822
113 H 2.897 -4.025 -2.674
114 H 2.747 -2.335 -2.126
115 H 4.154 -2.838 -3.123

Löwdin population analysis, charges in e, atoms 1 to 5: number 1, Mg, carries 0.46; number 2, C, carries -0.09; number 3, C, carries -0.09; number 4, C, carries -0.03; number 5, C, carries -0.29


In order of appearance, energy = -9593.33814; -5567.74968 a.u..
In order of appearance, energy above the lowest of the compared OMol25 structures with the same formula, charge and spin = 0.000; 0.970 eV.